The following is a quantum chemistry calculation of an isolated ion of composition C8H9FN3S and charge +1, from the OMol25 dataset.

Each line ends with the Mulliken spin population.
Element x y z (Å)
C1 2.378 0.733 -2.718  0.27
C2 2.226 0.254 -1.423  0.39
C3 1.573 1.820 -2.978  0.15
C4 1.287 0.983 -0.695  0.01
C5 -1.018 0.950 2.016  0.06
C6 -1.459 -1.274 0.907  0.01
C7 -1.442 -0.465 2.195  0.02
C8 0.875 0.700 0.619  0.30
N1 -0.080 1.336 1.266  0.03
N2 -0.443 -1.190 0.149  0.03
N3 -2.551 -2.022 0.693  0.00
F1 1.720 -0.008 1.361  0.02
S1 0.592 2.260 -1.661  0.67
H1 3.057 0.309 -3.438  0.01
H2 2.735 -0.600 -1.010  0.01
H3 1.529 2.373 -3.898  0.01
H4 -1.558 1.724 2.550  0.00
H5 -0.681 -0.931 2.834  0.01
H6 -2.404 -0.522 2.701  0.00
H7 -0.435 -1.714 -0.715  0.00
H8 -3.299 -2.094 1.362  0.00
H9 -2.603 -2.622 -0.116  0.00

## Properties
- gap between HOMO and LUMO (spin up / spin down) (hartree) = 0.2495 / 0.1808
- E_LUMO (spin up / spin down) (eV) = -3.29 / -7.93
- net charge = +1
- spin multiplicity = 3
- ⟨S²⟩ = 2.03

---

The following is a quantum chemistry calculation of a 2-piece molecular cluster, C8H9IS overall, from the OMol25 dataset.

Each line ends with the Mulliken spin population.
Element x y z (Å)
C1 0.757 -0.687 0.727  -0.07
C2 -0.164 -0.065 -0.029  0.88
C3 2.039 -0.150 0.438  0.05
C4 0.249 1.043 -0.739  0.03
C5 -3.603 -1.319 -0.427  -0.05
C6 -2.746 -1.148 0.529  0.84
C7 3.467 -0.491 0.903  0.01
C8 -0.672 1.966 -1.418  0.01
S1 1.936 1.260 -0.556  0.06
I1 -2.438 -1.179 2.512  0.15
H1 0.447 -1.405 1.421  0.01
H2 -4.574 -1.724 -0.176  0.05
H3 -3.408 -1.250 -1.423  0.03
H4 4.008 0.443 0.797  0.00
H5 3.394 -0.796 1.885  0.00
H6 3.930 -1.169 0.204  0.00
H7 -0.868 1.659 -2.434  0.00
H8 -1.553 2.113 -0.697  0.00
H9 -0.200 2.900 -1.515  0.00

## Properties
- gap between HOMO and LUMO (spin up / spin down) (hartree) = 0.2981 / 0.2434
- E_LUMO (spin up / spin down) (eV) = 0.50 / -1.30
- net charge = 0
- spin multiplicity = 3
- ⟨S²⟩ = 2.02

---

The following is a quantum chemistry calculation of C8H9N in the gas phase, from the OMol25 dataset.

Each line ends with the Löwdin charge.
Element x y z (Å)
C1 1.809 1.134 1.566  0.03
C2 0.957 0.305 0.894  -0.13
C3 0.715 -1.305 1.027  -0.17
C4 -0.393 -1.775 0.138  -0.14
C5 -0.630 -0.558 -0.703  -0.34
C6 -1.678 -0.106 -1.451  -0.06
C7 -1.518 1.313 -1.603  -0.12
C8 -0.379 1.592 -1.050  -0.17
H1 2.360 0.910 2.450  0.04
H2 1.481 2.253 1.519  0.09
H3 0.661 -1.561 2.194  0.14
H4 1.781 -1.736 0.757  0.13
H5 -0.226 -2.669 -0.616  0.16
H6 -1.238 -1.788 0.936  0.15
H7 -2.277 -0.810 -1.968  0.09
H8 -1.952 1.810 -2.627  0.16
H9 0.443 2.500 -1.060  0.17
N1 0.084 0.490 -0.404  -0.03

## Properties
- gap between HOMO and LUMO (hartree) = 0.3299
- E_LUMO (eV) = 0.87
- net charge = 0
- energy relative to the best compared isomer or geometry (same formula, charge and spin) (eV) = 3.697
- spin multiplicity = 1
- structure (SMILES) = C=C1CCc2cccn21

---

Number 1: F_max 2.6 eV/A. Number 2: F_max 3.6 eV/A. Number 3: F_max 8.1 eV/A.